C36H72O18 | ωB97M-V/def2-TZVPD

The energy above the lowest of the compared OMol25 structures with the same formula, charge and spin comes out at 0.0 kcal/mol. The value obtained for the LUMO energy (alpha / beta) is -4.802 / -9.712 eV. Its total charge is +1. Its expectation value of S² is 0.76. For the energy, the calculation gives -2768.85665 Eh. The spin multiplicity is 2. For the gap between HOMO and LUMO (alpha / beta), the calculation gives 6.5 / 1.5 eV. The strongest force on any atom comes out at 0.08711 Eh/bohr.

Cartesian coordinates (Å):
O1 -1.41887 -0.81815 0.99330
C1 -1.13953 -0.53630 -0.17690
O2 0.07992 -0.22958 -0.70759
C2 1.19422 0.25052 0.12671
C3 2.31398 0.57637 -0.90379
C4 -2.11789 -0.68936 -1.27310
H1 1.54960 -0.44871 0.88359
H2 0.83637 1.12939 0.66303
H3 2.20707 1.54800 -1.38609
H4 2.48745 -0.17722 -1.67197
H5 3.29752 0.60628 -0.43491
H6 -1.65610 -1.04275 -2.19504
H7 -2.57076 0.28030 -1.47993
H8 -2.87073 -1.40968 -0.95301
O3 4.11109 3.32309 -0.48188
C5 3.80633 4.51472 -0.42205
O4 4.53522 5.46161 -1.02659
C6 5.76980 5.11430 -1.63788
C7 6.90487 5.01425 -0.66504
C8 2.49159 4.97566 0.14450
H9 5.95015 5.89291 -2.37906
H10 5.69881 4.22717 -2.26722
H11 7.83040 4.90114 -1.22958
H12 6.72807 4.17539 0.00813
H13 7.00658 5.87716 -0.00691
H14 2.14611 5.73683 -0.55505
H15 2.48094 5.56513 1.06130
H16 1.82333 4.11804 0.06700
O5 -2.44632 3.89067 -1.09257
C9 -1.50932 3.37962 -0.50311
O6 -0.33798 2.94488 -1.01746
C10 -0.06936 3.27187 -2.36211
C11 -0.47741 2.01607 -3.24400
C12 -1.58912 3.17235 0.92123
H17 1.02010 3.30511 -2.37074
H18 -0.46305 4.23586 -2.68435
H19 -0.01534 2.08744 -4.22863
H20 -1.53097 1.92575 -3.50852
H21 -0.11085 1.14386 -2.70274
H22 -0.56683 3.27606 1.28490
H23 -1.91374 2.20525 1.30520
H24 -2.22889 3.94450 1.34855
O7 1.27665 1.80749 6.63428
C13 1.55570 2.67212 5.79888
O8 1.15051 2.74243 4.56435
C14 0.44807 1.61461 3.99646
C15 1.35643 0.44455 3.64443
C16 2.40807 3.93635 6.03515
H25 -0.09318 1.92853 3.10393
H26 -0.35495 1.20488 4.60914
H27 2.06402 0.69132 2.85290
H28 0.70313 -0.31865 3.22155
H29 1.78897 0.11695 4.58979
H30 2.38273 4.66241 5.22257
H31 3.46049 3.66515 6.11858
H32 2.04920 4.34265 6.98079
O9 -5.09575 -1.32522 3.79297
C17 -4.55937 -0.21410 3.86756
O10 -5.14149 0.88685 4.21419
C18 -6.56666 0.94817 4.57200
C19 -6.71354 0.87837 6.07364
C20 -3.07651 -0.12140 3.67265
H33 -7.11844 0.14756 4.07938
H34 -7.02786 1.89466 4.28995
H35 -6.26595 -0.05514 6.41470
H36 -7.77944 0.87632 6.30157
H37 -6.20355 1.73012 6.52369
H38 -2.67168 -1.08086 3.35070
H39 -2.56069 0.02534 4.62159
H40 -2.85322 0.65625 2.94223
O11 2.76467 -0.12108 -6.74741
C21 2.12933 -0.26349 -5.66176
O12 2.59543 -0.19991 -4.42399
C22 3.94197 0.04693 -4.18288
C23 4.68356 -1.26329 -4.02406
C24 0.66019 -0.53716 -5.80492
H41 4.11076 0.66765 -3.30292
H42 4.28216 0.63994 -5.03183
H43 4.25073 -1.71797 -3.13297
H44 5.74957 -1.09292 -3.87341
H45 4.51647 -1.81485 -4.94924
H46 0.14628 -0.52878 -4.84371
H47 0.63788 -1.48223 -6.34754
H48 0.25411 0.29929 -6.37373
O13 -7.31438 -0.17054 -0.48421
C25 -6.20734 -0.66203 -0.48129
O14 -5.15894 -0.27217 -1.18801
C26 -5.10846 0.90982 -1.92907
C27 -5.64011 0.70571 -3.32785
C28 -5.97256 -2.03718 0.14010
H49 -4.21725 1.53138 -1.84237
H50 -5.81619 1.60751 -1.48135
H51 -6.57228 0.14110 -3.34696
H52 -4.96570 0.19161 -4.01267
H53 -5.86543 1.70398 -3.70310
H54 -6.61300 -2.21941 1.00308
H55 -4.92715 -2.16384 0.42148
H56 -6.27291 -2.86983 -0.49596
O15 4.69294 -6.35047 1.66204
C29 4.21441 -5.92560 0.62354
O16 3.85126 -4.72015 0.42960
C30 3.80715 -3.66471 1.42991
C31 3.88981 -2.24551 0.72087
C32 4.12540 -6.76914 -0.62829
H57 4.64282 -3.76066 2.12313
H58 2.87422 -3.68631 1.99318
H59 3.42092 -2.29710 -0.26177
H60 4.91575 -1.98008 0.46572
H61 3.64953 -1.41263 1.38169
H62 3.39777 -6.37347 -1.33688
H63 4.01132 -7.83104 -0.41042
H64 5.07531 -6.63852 -1.14664
O17 -2.20857 -5.51789 -2.88875
C33 -2.42001 -5.39260 -1.69973
O18 -1.62965 -4.80549 -0.79534
C34 -0.34896 -4.42373 -1.19539
C35 0.47048 -4.19649 0.05503
C36 -3.79505 -5.72265 -1.10335
H65 -0.41999 -3.47117 -1.72043
H66 0.08482 -5.24804 -1.76149
H67 1.52287 -4.02028 -0.16749
H68 0.46408 -5.10483 0.65751
H69 0.07692 -3.33422 0.59327
H70 -4.43398 -4.85890 -0.91956
H71 -3.52416 -6.32600 -0.23692
H72 -4.27739 -6.44359 -1.76342

Atoms 1-2, force components in eV/Å:
O 1.470 1.349 -2.129
C 0.200 -1.535 1.738

Here are the Löwdin charges for atoms 1 to 2, given in e:
1. O 0.085
2. C -0.498